Entry from the OMol25 dataset: a cluster of 6 separate species, C30H37N5O3S2 in total (wB97M-V/def2-TZVPD).

Summary:
LUMO level, hartree: 0.0205
Energy, hartree: -2461.17525
F_max, eV Å⁻¹: 0.7

Geometry as XYZ:
```
77
Properties=species:S:1:pos:R:3:forces:R:3
C -0.27339 -7.03765 4.05306 0.033 -0.355 0.095
C -1.38818 -6.47216 3.22023 -0.382 0.339 -0.233
O -1.77729 -5.21455 3.83499 0.265 -0.158 0.118
S -2.72499 -4.17067 3.03397 -0.448 -0.229 -0.417
O -2.60991 -4.48519 1.61745 0.215 0.092 0.293
O -1.89648 -2.85209 3.37695 0.059 0.134 0.124
C -0.45913 -2.77833 3.50954 -0.053 -0.005 -0.013
C 0.30758 -3.17364 2.25907 -0.179 -0.132 -0.158
C 1.66130 -2.47832 2.21059 0.265 0.108 0.241
S 1.60156 -0.79344 1.53393 -0.144 -0.105 0.037
H 0.58889 -6.37045 4.07872 -0.040 0.002 -0.031
H -0.60975 -7.21942 5.07652 0.054 0.063 -0.080
H 0.03665 -7.99789 3.62789 0.025 0.131 0.052
H -2.26534 -7.12695 3.19494 0.129 0.000 0.086
H -1.09582 -6.28012 2.18650 0.078 -0.020 0.098
H -0.28635 -1.72841 3.75281 0.000 -0.049 -0.053
H -0.17545 -3.40372 4.35762 0.066 0.098 -0.006
H -0.28416 -2.91870 1.37609 0.048 0.017 0.054
H 0.44723 -4.25969 2.23451 -0.015 0.065 0.018
H 2.05103 -2.33520 3.22572 0.015 -0.131 -0.101
H 2.40090 -3.06846 1.67170 -0.057 0.022 -0.049
H 1.10386 -1.13601 0.33569 -0.022 0.157 0.000
N 6.70788 0.81855 -1.49360 0.014 -0.002 -0.011
C 5.88537 0.46534 -0.50751 -0.027 0.024 -0.032
C 4.50800 0.62629 -0.55884 -0.023 0.025 -0.036
C 3.95304 1.18182 -1.70105 0.000 -0.021 0.007
C 4.79601 1.55511 -2.73563 0.000 0.000 -0.007
C 6.16054 1.35436 -2.58251 -0.034 -0.015 0.038
H 6.35043 0.02989 0.37045 0.014 0.008 -0.008
H 3.88217 0.31997 0.26869 0.048 -0.023 -0.002
H 2.88096 1.31402 -1.78157 0.018 -0.001 0.002
H 4.41015 1.99441 -3.64632 -0.002 -0.002 0.006
H 6.84631 1.63745 -3.37398 0.011 -0.006 0.012
N -2.45907 1.53701 3.27895 -0.031 0.017 0.010
C -2.70606 0.25947 2.98847 0.066 0.058 0.052
C -2.81839 -0.22100 1.69350 -0.002 -0.034 -0.092
C -2.67411 0.66886 0.64101 0.044 -0.001 0.035
C -2.41871 1.99976 0.92800 -0.038 -0.018 -0.001
C -2.32300 2.37976 2.25800 0.039 0.022 -0.032
H -2.80917 -0.41409 3.83198 -0.008 0.008 -0.018
H -3.00248 -1.27232 1.51655 -0.006 0.030 0.012
H -2.74563 0.32712 -0.38177 0.008 -0.014 -0.051
H -2.29793 2.73416 0.14252 0.007 -0.014 0.009
H -2.12327 3.41604 2.51425 -0.002 -0.008 -0.002
N -4.74838 5.60740 5.32133 -0.014 0.007 -0.009
C -4.23265 6.35881 6.29194 0.034 -0.034 -0.011
C -2.96639 6.16230 6.82386 0.001 0.007 -0.007
C -2.18978 5.13076 6.31939 -0.015 0.024 -0.027
C -2.71154 4.34092 5.30759 0.012 -0.035 0.031
C -3.99199 4.61836 4.84869 0.030 0.016 0.030
H -4.86322 7.15848 6.66578 -0.009 -0.007 -0.012
H -2.60393 6.80604 7.61434 0.000 -0.006 -0.004
H -1.19611 4.94548 6.70766 -0.008 -0.002 0.003
H -2.16043 3.50900 4.88857 -0.023 -0.024 0.030
H -4.42794 4.00847 4.06452 -0.016 0.010 0.007
N 0.02261 -0.43150 -1.74478 0.012 -0.073 0.049
C -0.12007 -1.68770 -2.16415 -0.023 0.034 -0.068
C -0.10129 -2.05394 -3.50213 0.015 0.001 0.001
C 0.08179 -1.06368 -4.45429 -0.002 0.016 0.009
C 0.23424 0.24894 -4.03383 -0.043 -0.006 0.005
C 0.19087 0.50988 -2.67219 0.045 -0.015 -0.011
H -0.26497 -2.44156 -1.39541 0.003 0.024 0.006
H -0.22879 -3.09086 -3.78264 0.001 0.007 -0.001
H 0.09880 -1.30329 -5.51034 -0.004 0.002 0.003
H 0.36212 1.04589 -4.75514 -0.023 -0.001 0.011
H 0.29855 1.52648 -2.30596 -0.013 -0.018 0.006
N 0.53386 1.63316 -7.11103 0.014 -0.003 0.026
C -0.07349 2.37783 -8.03273 0.049 -0.027 -0.029
C 0.46063 2.62143 -9.28957 -0.008 0.003 -0.002
C 1.68850 2.06334 -9.60751 -0.006 -0.005 0.019
C 2.33044 1.28653 -8.65623 0.002 0.000 -0.001
C 1.71380 1.10324 -7.42738 -0.012 0.030 -0.044
H -1.03274 2.79952 -7.75414 0.005 -0.007 0.014
H -0.07849 3.23541 -9.99821 0.007 -0.004 0.003
H 2.13705 2.23107 -10.57818 -0.002 -0.001 0.005
H 3.29039 0.83002 -8.85596 -0.007 0.004 -0.001
H 2.19272 0.50286 -6.65997 -0.014 0.004 0.009
```
Forces are in eV/Å.

***

Entry from the OMol25 dataset: a structure of composition C5H7NO (wB97M-V/def2-TZVPD).

Summary:
Energy above the lowest of the compared OMol25 structures with the same formula, charge and spin, kcal/mol: 60.0
LUMO level, hartree: 0.0368
Energy, hartree: -324.62887
F_max, eV Å⁻¹: 0.5

Geometry as XYZ:
```
14
Properties=species:S:1:pos:R:3:forces:R:3
C -1.49485 -0.66678 -1.76749 0.024 -0.149 -0.182
N -1.67095 0.08240 -0.53809 0.430 0.113 0.290
C -0.65017 0.33617 0.13712 -0.376 -0.178 -0.283
O -0.63918 1.08600 1.30291 -0.062 0.014 0.039
C 0.80090 1.08353 1.28674 0.276 0.206 0.133
C 1.31123 -0.29145 1.47620 0.024 -0.091 0.176
C 0.84330 0.16351 0.09972 0.026 -0.008 -0.306
H -0.58214 -1.28161 -1.79150 -0.120 0.122 0.027
H -2.35434 -1.32718 -1.91609 0.140 0.094 0.060
H -1.46873 0.02263 -2.61886 -0.020 -0.078 0.091
H 1.31187 2.01792 1.48665 -0.096 -0.169 -0.040
H 0.72440 -1.00195 2.05151 0.040 0.093 -0.114
H 2.39050 -0.38976 1.56825 -0.182 0.022 -0.042
H 1.47816 0.16656 -0.77706 -0.103 0.009 0.150
```
Forces are in eV/Å.

***

Entry from the OMol25 dataset: a structure of composition C29H25MoN7O2S5 at a distorted geometry (wB97M-V/def2-TZVPD).

Summary:
2S+1: 3
Total charge: +2
LUMO level (alpha / beta), hartree: -0.2228 / -0.2504
Energy, hartree: -3712.65220
F_max, eV Å⁻¹: 2.1

Geometry as XYZ:
```
69
Properties=species:S:1:pos:R:3:forces:R:3
Mo -0.57726 -0.43971 -0.10861 0.819 1.288 -0.790
C -4.27580 1.69038 1.04638 -0.263 -0.084 -0.054
C -5.27274 0.75607 0.80239 0.208 0.249 0.030
C -4.89405 -0.53066 0.47000 0.098 -0.266 -0.048
C -3.54839 -0.83231 0.33572 -0.132 0.456 -0.098
N -2.58152 0.10642 0.46636 -0.747 0.041 0.555
C -2.95663 1.33166 0.87276 0.181 0.066 0.050
C -3.01600 -2.17404 0.13362 0.168 -0.234 -0.104
C -3.76516 -3.32942 -0.01327 -0.006 0.126 0.031
C -3.11511 -4.55009 -0.08040 -0.014 0.076 -0.015
C -1.73531 -4.58606 0.02160 0.092 -0.001 -0.028
C -1.04032 -3.39451 0.14416 -0.338 0.039 -0.078
N -1.67207 -2.20535 0.17519 -0.627 -1.129 0.259
C 0.39322 -3.25184 0.34945 0.414 0.111 -0.079
C 1.26482 -4.29475 0.62040 -0.241 -0.025 -0.047
C 2.55693 -4.01302 1.02223 0.051 0.242 -0.029
C 2.92211 -2.68189 1.17545 0.050 -0.278 -0.030
C 2.02563 -1.69484 0.83485 -0.062 0.246 0.019
N 0.78494 -1.95525 0.38060 0.862 -1.100 0.686
H -4.50846 2.69674 1.36311 -0.002 -0.009 0.020
H -6.31546 1.02619 0.89492 -0.017 -0.059 0.026
H -5.63682 -1.30386 0.33784 0.002 0.010 -0.017
H -2.17926 2.04956 1.08972 0.051 -0.043 -0.115
H -4.84205 -3.27257 -0.06528 -0.001 -0.034 0.016
H -3.68433 -5.46254 -0.19048 0.025 -0.016 -0.011
H -1.20846 -5.52878 0.00644 0.012 0.011 -0.007
H 0.91424 -5.31530 0.56582 0.014 0.003 -0.019
H 3.25645 -4.80949 1.23522 -0.031 -0.017 0.059
H 3.89385 -2.40574 1.55848 0.012 0.022 -0.048
H 2.29074 -0.65523 0.94102 -0.039 0.036 -0.074
O 0.85745 4.39187 2.24669 -0.081 -0.038 -0.185
C 1.23644 3.46146 3.14548 0.029 -0.278 0.126
C 1.82091 3.83321 4.35444 0.005 0.045 -0.001
C 2.20314 2.88355 5.28000 -0.010 -0.054 -0.016
C 2.01182 1.53182 5.01849 0.047 -0.079 0.093
C 1.42972 1.14966 3.83052 -0.009 0.076 -0.004
C 1.02925 2.09299 2.87569 0.021 0.059 0.066
C 0.40720 1.58979 1.65077 -0.365 0.457 -0.794
O 0.15810 0.30145 1.54188 0.604 0.258 1.600
N 0.08721 2.36750 0.65908 0.297 0.386 0.514
N -0.48887 1.67648 -0.40066 -0.199 0.010 -0.274
C -0.82290 2.48741 -1.37713 0.048 -0.099 0.297
S -1.63794 1.96799 -2.81004 0.050 0.216 -0.072
C -2.07117 3.66570 -3.32759 -0.076 -0.226 0.061
C -0.94312 4.57832 -2.91677 0.140 -0.026 0.219
S -0.46521 4.16983 -1.20272 -0.122 0.040 -0.189
H 1.07832 5.26976 2.57581 0.024 0.036 0.072
H 1.96859 4.88637 4.56564 0.000 0.002 -0.016
H 2.64979 3.19006 6.21618 0.006 0.057 -0.018
H 2.31240 0.79136 5.74654 -0.011 -0.011 -0.018
H 1.26484 0.10212 3.61707 -0.019 0.020 0.009
H -3.00946 3.92345 -2.83884 0.007 0.089 -0.025
H -2.21925 3.64615 -4.40590 0.011 -0.004 -0.004
H -1.24086 5.62532 -2.92984 -0.013 0.003 -0.031
H -0.06386 4.44370 -3.54510 -0.035 0.026 -0.059
S -1.77728 -1.55044 -4.50352 -0.055 -0.009 -0.211
C -1.39371 -1.14333 -3.03629 0.111 -0.017 0.359
N -1.10067 -0.83256 -1.92179 -0.657 -0.446 -1.910
S 1.67866 0.51588 -1.53423 -0.183 -0.072 0.372
C 2.76328 -0.48375 -2.34021 0.028 -0.028 -0.214
N 3.84655 0.00496 -2.92401 -0.031 -0.016 0.028
C 4.82888 -0.93123 -3.45567 0.126 -0.116 -0.052
C 4.10250 -2.26252 -3.64959 -0.260 -0.022 0.073
S 2.60923 -2.18693 -2.58931 0.036 -0.034 0.156
H 4.05804 0.98910 -2.84587 -0.028 0.022 0.056
H 5.65740 -1.03263 -2.75123 -0.038 0.019 0.008
H 5.22556 -0.56197 -4.39951 -0.012 0.014 0.010
H 4.70354 -3.10883 -3.33159 0.040 0.001 -0.069
H 3.76774 -2.41285 -4.67259 0.040 0.011 -0.017
```
Forces are in eV/Å.

***

Entry from the OMol25 dataset: an isolated molecule of C5H11N at a distorted geometry (wB97M-V/def2-TZVPD).

Summary:
Energy above the lowest of the compared OMol25 structures with the same formula, charge and spin, kcal/mol: 20.0
LUMO level, hartree: 0.0388
Energy, hartree: -251.83061
F_max, eV Å⁻¹: 2.6
SMILES string: CC(C)=C(C)N

Geometry as XYZ:
```
17
Properties=species:S:1:pos:R:3:forces:R:3
C 0.17594 -1.37122 1.31190 1.040 0.501 0.041
N 0.35856 1.42934 1.37743 0.146 -0.365 -1.558
C 0.09133 0.81764 0.15042 0.696 -2.523 -0.053
C -0.04773 -0.54782 0.06936 0.016 1.387 0.416
C -0.49016 -1.30460 -1.16444 0.489 1.002 -0.643
C 0.11888 1.56555 -1.13020 -1.196 1.290 -0.781
H 1.00364 -0.89493 1.88453 -0.611 -0.234 0.006
H -0.70631 -1.46865 1.94783 -0.003 -0.181 0.097
H 0.59224 -2.35194 1.06909 -0.434 -0.129 -0.072
H 0.02038 0.87329 2.14353 0.012 0.962 0.457
H 0.42011 2.42987 1.31427 -0.282 -0.079 0.869
H -1.31806 -1.93705 -0.81439 0.313 -0.271 -0.613
H -0.87547 -0.59699 -1.96321 0.340 -1.015 0.910
H 0.37587 -1.88080 -1.61824 -1.161 0.267 0.510
H 0.57681 2.56357 -1.23660 -0.148 -0.237 0.921
H -0.93689 1.67935 -1.47037 0.647 0.092 -0.062
H 0.64088 0.99537 -1.87090 0.137 -0.469 -0.444
```
Forces are in eV/Å.